(1)
Here is C47H57AsCsF6N8O3SSi2Te as an isolated structure from OMol25. Energies are from ωB97M-V/def2-TZVPD.

CARTESIAN COORDINATES (ANGSTROEM)
Cs: 0.52667 0.24723 -1.04291
C: 0.14664 0.70357 4.41210
N: 0.49774 -0.42806 3.58226
C: -0.01781 -1.67955 4.08572
C: 0.13214 -2.76310 3.06841
N: 0.09856 -2.59003 1.78025
C: 0.24497 -3.86868 1.24696
C: 0.30719 -4.27018 -0.08196
C: 0.47862 -5.61664 -0.34588
C: 0.57746 -6.55422 0.69253
C: 0.51704 -6.17046 2.01946
C: 0.35447 -4.81463 2.27004
N: 0.27758 -4.07347 3.43653
C: 0.04229 1.95255 3.59396
N: -0.12013 1.99364 2.30535
C: -0.22327 3.35112 1.99805
C: -0.40629 3.98349 0.77153
C: -0.47481 5.36303 0.76049
C: -0.35800 6.11095 1.93894
C: -0.17211 5.50124 3.16471
C: -0.11133 4.11366 3.16386
N: 0.05992 3.18912 4.18036
H: 0.89017 0.84681 5.20534
H: -0.82701 0.55135 4.91078
H: 0.19189 -0.26508 2.62781
H: -1.08591 -1.61762 4.35661
H: 0.51957 -1.96307 4.99768
H: 0.24309 -3.53511 -0.87202
H: 0.55235 -5.94952 -1.37412
H: 0.71172 -7.60224 0.45273
H: 0.60165 -6.89539 2.81934
H: 0.36348 -4.41603 4.37596
H: -0.47264 3.41771 -0.14557
H: -0.60695 5.87658 -0.18244
H: -0.40801 7.19144 1.88650
H: -0.07691 6.07919 4.07568
H: 0.22749 3.38647 5.14946
F: 4.26123 -5.47038 -3.90712
C: 2.90931 -5.44316 -3.99531
C: 2.26633 -4.29260 -3.63947
C: 0.87484 -4.21719 -3.67119
C: 0.21554 -2.97841 -3.18256
O: 0.92113 -2.08794 -2.70423
C: -1.22908 -3.00072 -3.25935
C: -1.83951 -4.13098 -3.69483
N: -1.22789 -5.28379 -4.07750
C: -2.00940 -6.42975 -4.45251
C: -3.23148 -6.75580 -3.65431
C: -2.01143 -7.62305 -3.53992
C: 0.15587 -5.34091 -4.08471
C: 0.83231 -6.49721 -4.47718
C: 2.21848 -6.59192 -4.41854
N: 2.82421 -7.80462 -4.78191
C: 2.33627 -9.02806 -4.16277
C: 3.13024 -9.38436 -2.91551
N: 4.57989 -9.48693 -3.23892
C: 5.11082 -8.27296 -3.92436
C: 4.23265 -7.91137 -5.11613
C: -2.18539 -1.89718 -2.78693
O: -3.38796 -2.22050 -2.72711
O: -1.67588 -0.79342 -2.49763
H: 2.82423 -3.43060 -3.29476
H: -2.92063 -4.13574 -3.70968
H: -2.04543 -6.62141 -5.51962
H: -4.08730 -7.13166 -4.19629
H: -3.47232 -6.11857 -2.81529
H: -2.02175 -8.60774 -3.98769
H: -1.43085 -7.53536 -2.63081
H: 0.27756 -7.34640 -4.84621
H: 2.40737 -9.84256 -4.88877
H: 1.29074 -8.91718 -3.88454
H: 2.83274 -10.35497 -2.50890
H: 3.01569 -8.61801 -2.15006
H: 4.74735 -10.34885 -3.83750
H: 5.13578 -9.68837 -2.35998
H: 6.12799 -8.51464 -4.24122
H: 5.13979 -7.47062 -3.19242
H: 4.32396 -8.69834 -5.87115
H: 4.58544 -6.98585 -5.56148
C: -5.48471 0.24039 -2.29511
Si: -4.44531 1.67021 -1.68484
C: -5.55553 3.06802 -1.08050
C: -3.33606 2.24982 -3.07784
As: -2.96873 1.17263 0.06804
Si: -4.09296 -0.38381 1.37843
C: -3.36060 -0.12851 3.09759
C: -3.63584 -2.08876 0.75196
C: -5.95813 -0.17548 1.50153
H: -5.92055 0.48615 -3.26841
H: -6.30125 -0.00192 -1.61244
H: -4.85338 -0.64430 -2.42297
H: -6.20254 3.44338 -1.87773
H: -4.95895 3.90035 -0.70105
H: -6.19077 2.71422 -0.26471
H: -3.91846 2.54027 -3.95651
H: -2.68227 1.41759 -3.35190
H: -2.70931 3.09411 -2.78078
H: -2.27108 -0.16272 3.01454
H: -3.69063 -0.88681 3.81381
H: -3.62275 0.85820 3.48758
H: -2.55900 -2.23595 0.88045
H: -3.84574 -2.18179 -0.31761
H: -4.15882 -2.88602 1.28840
H: -6.20123 0.82409 1.87026
H: -6.38713 -0.90638 2.19253
H: -6.43881 -0.30048 0.53155
F: 3.06383 8.34545 -3.18626
C: 2.95771 7.11395 -2.66337
C: 1.75673 6.43017 -2.69747
F: 0.68199 7.00493 -3.25813
C: 1.66576 5.16301 -2.15552
F: 0.46234 4.56533 -2.24017
C: 2.73635 4.49374 -1.54545
S: 2.58718 2.91632 -0.85936
C: 3.93153 5.22704 -1.54587
F: 5.03844 4.70096 -1.00252
C: 4.04920 6.49452 -2.08171
F: 5.22615 7.13852 -2.04246
C: 4.49620 2.11647 -4.00914
Te: 3.26725 0.38580 -4.07220
C: 1.51742 1.61826 -4.20159
H: 4.28017 2.74177 -4.87240
H: 5.54177 1.81592 -4.02546
H: 4.27343 2.63655 -3.07873
H: 1.45486 1.90278 -5.24859
H: 1.70321 2.47365 -3.55501
H: 0.58444 1.14018 -3.90321

Cartesian forces (eV/Å) of the 2 atoms listed first:
0.051 0.101 0.380
-0.111 0.002 -0.046

## Properties
* HOMO (spin up / spin down): -2.2849 / -4.2995 eV
* DFT total energy: -6589.326155 a.u.
* Kohn-Sham gap (spin up / spin down): 3.694 / 5.962 eV
* charge: -1
* multiplicity: 1
* LUMO (spin up / spin down): 1.4 / 1.7 eV
* energy relative to the best compared isomer or geometry (same formula, charge and spin): 113.3 kJ/mol

Mulliken atomic charge list, values in e, 5 entries: 1.426 -0.591 -0.272 -0.522 0.227

***

(2)
Here is a 8-piece molecular cluster, C47H59F5N9O8PS overall from OMol25. Energies are from ωB97M-V/def2-TZVPD.

CARTESIAN COORDINATES (ANGSTROEM)
C: -1.50531 0.96061 3.81769
C: -1.29241 -0.60504 4.27486
O: -2.50448 -1.06866 5.00784
C: -0.92347 -1.58001 2.99567
N: 0.48025 -1.29540 2.45401
C: 0.55940 -1.91798 1.07331
C: 1.51307 -1.09976 0.00876
O: 0.78257 0.07181 -0.57261
O: 1.76849 0.78516 -1.10719
P: 1.66178 2.30091 -0.18612
O: 1.14018 1.84306 1.26952
O: 3.21211 3.06863 0.01804
C: 4.26518 2.11693 0.40309
C: 4.76170 2.21859 1.96214
C: 4.80559 0.74624 2.74586
C: 3.58505 0.62483 3.86126
C: 3.70143 1.79539 5.01304
N: 2.33064 2.37085 5.40262
O: 0.48042 3.27435 -1.04800
S: 0.17238 4.74782 -0.24921
O: 0.80638 5.88663 -1.13772
O: 0.75269 4.85636 1.18088
C: -1.70501 5.01932 -0.33668
F: -2.16178 6.25121 0.34832
F: -1.99805 5.21591 -1.80578
C: -2.56811 3.66048 0.09079
F: -1.74104 2.68859 0.88851
F: -2.99503 2.88635 -1.13328
F: -3.85297 4.02254 0.78116
H: -2.61545 1.25322 3.57527
H: -0.85941 1.14581 2.83576
H: -1.06365 1.65465 4.65479
H: -0.39614 -0.70168 5.03733
H: -2.77311 -0.39306 5.69881
H: -1.77327 -1.43268 2.20280
H: -0.91358 -2.73835 3.28403
H: 1.11151 -1.90297 3.05698
H: 1.05060 -2.98262 1.21055
H: -0.48210 -2.06587 0.54575
H: 1.80643 -1.76499 -0.93662
H: 2.49772 -0.76925 0.58844
H: 5.21620 2.38785 -0.26576
H: 4.02742 0.99280 0.18254
H: 5.89203 2.59391 1.97025
H: 4.13754 3.02733 2.53363
H: 4.68075 -0.16389 2.01420
H: 5.81106 0.60391 3.36855
H: 2.50875 0.63204 3.35203
H: 3.76797 -0.41866 4.40931
H: 4.15599 1.35300 6.01184
H: 4.41032 2.68711 4.70309
H: 1.98636 3.02712 4.64012
H: 1.70323 1.51495 5.42199
C: -4.86442 -0.91372 -2.10771
C: -4.74836 -2.25908 -1.77449
C: -3.82053 -2.61802 -0.80990
N: -3.01730 -1.73641 -0.17513
C: -3.15158 -0.43764 -0.52098
C: -4.05231 0.01842 -1.46997
H: -5.58150 -0.59416 -2.85826
H: -5.36581 -3.01018 -2.25394
H: -3.69463 -3.65514 -0.51292
H: -2.49322 0.25048 0.00186
H: -4.11881 1.07425 -1.70679
C: 7.53050 -1.62698 -2.37333
C: 6.30147 -1.74360 -3.01393
C: 5.15770 -1.41859 -2.30237
N: 5.16572 -0.99767 -1.01859
C: 6.37357 -0.89602 -0.42258
C: 7.57146 -1.19422 -1.05191
H: 8.44882 -1.87149 -2.89922
H: 6.23563 -2.07905 -4.04271
H: 4.17500 -1.49013 -2.75938
H: 6.35279 -0.55783 0.60965
H: 8.51332 -1.09234 -0.52484
C: -6.14306 5.56175 -0.37266
C: -6.78685 5.08244 -1.50858
C: -8.12583 5.39326 -1.68373
N: -8.84565 6.13313 -0.81206
C: -8.19400 6.58301 0.28221
C: -6.85716 6.32815 0.54265
H: -5.09367 5.33979 -0.20184
H: -6.25870 4.48166 -2.24027
H: -8.67175 5.04521 -2.55579
H: -8.79511 7.17324 0.96821
H: -6.38425 6.71687 1.43736
C: 8.85259 -2.66545 -8.20886
C: 8.28501 -1.52731 -7.64583
C: 8.15716 -1.47177 -6.26716
N: 8.54885 -2.46209 -5.43578
C: 9.09467 -3.55523 -6.01162
C: 9.26754 -3.70158 -7.37859
H: 8.97042 -2.74460 -9.28566
H: 7.95061 -0.70302 -8.26548
H: 7.72340 -0.60342 -5.77984
H: 9.39917 -4.33767 -5.32213
H: 9.71405 -4.60142 -7.78626
C: -2.72776 -6.30001 -4.50928
C: -1.37721 -6.55442 -4.72327
C: -0.45147 -5.88322 -3.94054
N: -0.78413 -4.99116 -2.98194
C: -2.10283 -4.76355 -2.79845
C: -3.10187 -5.38785 -3.52789
H: -3.48257 -6.80804 -5.10242
H: -1.05308 -7.25875 -5.48097
H: 0.61427 -6.04996 -4.06721
H: -2.34388 -4.04092 -2.02384
H: -4.14602 -5.16804 -3.33631
C: 0.37399 -9.85315 -1.09657
C: 0.17743 -8.57260 -1.60259
C: -0.09278 -7.54870 -0.70885
N: -0.18052 -7.72210 0.62816
C: 0.01325 -8.97664 1.08970
C: 0.29187 -10.06309 0.27612
H: 0.58914 -10.68076 -1.76621
H: 0.23370 -8.37629 -2.66727
H: -0.25059 -6.53121 -1.05448
H: -0.06473 -9.08999 2.16738
H: 0.44056 -11.04895 0.70184
C: -7.94029 8.48506 6.14550
C: -8.21538 7.17129 5.78101
C: -7.48277 6.61055 4.74709
N: -6.51719 7.26764 4.06794
C: -6.27383 8.54217 4.44319
C: -6.95017 9.18731 5.46607
H: -8.49295 8.95796 6.95208
H: -8.98148 6.59749 6.29001
H: -7.65799 5.58732 4.42778
H: -5.49491 9.04909 3.88050
H: -6.71158 10.21228 5.72640

Cartesian forces (eV/Å) of the 2 atoms listed first:
1.203 -0.175 -0.561
0.437 0.496 0.368

## Properties
* HOMO: -8.7857 eV
* DFT total energy: -4159.422134 a.u.
* Kohn-Sham gap: 7.211 eV
* charge: 0
* multiplicity: 1
* LUMO: -1.6 eV
* energy relative to the best compared isomer or geometry (same formula, charge and spin): 1139.5 kJ/mol
* SMILES: C[C@@H](O)CNCCOO[P@@](=O)(OCCCCCN)OS(=O)(=O)C(F)(F)C(F)(F)F.c1ccncc1.c1ccncc1.c1ccncc1.c1ccncc1.c1ccncc1.c1ccncc1.c1ccncc1

Mulliken atomic charge list, values in e, 5 entries: -0.591 0.376 -0.585 -0.523 -0.023